Molecular formula: C9H14BrNOS
Method: DFT, wB97M-V/def2-TZVPD

Structure (XYZ):
```
27
Properties=species:S:1:pos:R:3:forces:R:3
C -0.519 0.538 1.654 -0.1000 -0.1536 -0.0084
C 0.865 -0.011 2.008 -0.3811 0.0759 0.1140
C -0.321 1.144 -2.160 -0.1634 -0.0541 -0.0435
C -0.889 0.287 0.181 -0.1606 0.1944 0.3355
C -0.190 -1.247 -1.563 -0.0847 -0.0646 -0.1739
C 1.942 0.338 0.996 0.2286 0.1354 -0.5088
C -0.226 1.369 -0.660 0.3369 -0.2560 -0.2537
C -0.058 -0.293 -2.478 -0.1026 0.1919 -0.1452
C -1.250 -2.113 0.406 -0.0376 0.0250 0.0164
N -0.503 -1.050 -0.228 -0.2102 0.1346 -0.0034
O 1.591 2.880 0.497 0.1166 1.3579 0.6928
S 1.576 1.639 -0.279 -0.2167 -0.9792 0.0222
Br 2.603 -1.176 -0.019 0.5147 -0.3150 0.1520
H -1.256 0.083 2.318 0.0068 0.0477 0.0155
H -0.538 1.615 1.831 -0.0917 -0.0286 0.0224
H 1.150 0.393 2.982 0.0427 -0.0685 -0.0699
H 0.813 -1.097 2.108 0.0800 0.0960 0.0000
H -1.314 1.436 -2.524 0.0703 0.0796 0.0532
H 0.407 1.789 -2.664 -0.1083 -0.0009 -0.0377
H -1.984 0.410 0.072 0.1532 0.0113 -0.0536
H 0.006 -2.279 -1.813 0.0134 -0.1169 -0.0449
H 2.829 0.749 1.485 -0.1475 0.0346 -0.1891
H -0.651 2.338 -0.386 0.1774 -0.0645 0.1148
H 0.242 -0.542 -3.482 0.0726 -0.1832 -0.0942
H -0.892 -3.070 0.030 -0.0115 -0.0357 0.0414
H -1.106 -2.094 1.485 -0.0083 -0.0223 0.0383
H -2.328 -2.035 0.201 0.0109 -0.0414 0.0078
```
Positions in Å, forces in eV/Å.

HOMO level ... -8.1 eV
Relative energy (zero: lowest compared OMol25 entry of this formula, charge and spin) ... 0.00 kcal/mol
Orbital gap ... 8.7261 eV

natural (NBO) atomic charge list, values in e, 8 entries: number 1, C, carries -0.411; number 2, C, carries -0.449; number 3, C, carries -0.450; number 4, C, carries -0.050; number 5, C, carries 0.016; number 6, C, carries -0.454; number 7, C, carries -0.401; number 8, C, carries -0.293

Molecular formula: C9H14Cl14F12NO4PS2V
Method: DFT, wB97M-V/def2-TZVPD

Structure (XYZ):
```
58
Properties=species:S:1:pos:R:3:forces:R:3
V -1.387 -2.486 -0.876 1.4941 0.0784 -1.2168
P -0.624 -2.566 -3.861 0.2753 -0.3659 -4.3110
F -1.119 -1.760 -5.156 0.1430 0.4725 1.0450
F -1.503 -1.584 -2.834 -0.8086 0.6316 0.7039
F -1.909 -3.524 -4.013 -0.1912 0.1056 0.8847
F -0.283 -3.376 -2.439 0.2781 -0.4811 0.9074
F 0.197 -3.572 -4.803 0.1768 0.1032 1.3098
F 0.655 -1.635 -3.655 -0.6423 -0.3354 0.4404
C 0.877 -1.804 2.568 -0.0661 0.2636 -0.7288
F 0.367 -2.992 2.836 -0.1247 -0.0946 -0.0617
F 0.149 -0.860 3.107 -0.1061 0.0403 0.2771
F 2.123 -1.745 2.983 -0.0174 0.0205 0.1786
S 0.933 -1.554 0.675 0.0675 -0.4449 -1.0338
O 2.135 -0.830 0.373 -1.2134 -0.1287 0.5753
O 0.815 -2.840 0.023 -0.8013 -1.0850 0.4841
N -0.615 -0.910 0.194 2.4587 -0.2547 1.7198
S -0.250 0.670 0.103 -0.3141 3.6642 -1.3902
O 0.362 1.228 1.286 -0.6196 -1.1162 -0.5130
O 0.335 0.963 -1.179 -0.3246 -0.4118 0.5570
C -1.941 1.457 -0.002 0.5204 -0.6484 0.9609
F -1.814 2.752 -0.142 0.2739 0.3621 -0.4230
F -2.596 0.929 -1.017 -0.3095 -0.1166 -0.3672
F -2.608 1.242 1.129 -0.2366 -0.3137 0.1202
C 4.926 -0.396 2.151 0.4925 -0.2199 0.8345
Cl 5.921 0.371 3.438 -0.2853 -0.0715 -0.4967
Cl 5.073 -2.169 2.279 -0.0661 0.1767 -0.2147
H 3.898 -0.124 2.346 -0.0170 0.0599 -0.2220
H 5.297 -0.092 1.182 -0.0619 0.1015 0.0114
C 2.803 -4.587 4.382 -0.7872 0.2513 0.2949
Cl 1.724 -5.864 5.044 0.4039 0.2142 -0.2705
Cl 4.500 -4.829 4.717 0.0772 -0.1912 -0.0321
H 2.617 -4.494 3.318 0.2151 -0.3228 -0.0731
H 2.480 -3.668 4.862 0.1530 -0.0104 0.0879
C 2.068 2.737 -3.005 -0.0430 0.0174 0.6875
Cl 1.865 3.800 -1.578 0.0502 0.0021 -0.1440
Cl 3.435 3.227 -3.987 0.0498 0.1112 -0.2297
H 2.276 1.748 -2.614 -0.1725 -0.0287 -0.1021
H 1.141 2.781 -3.561 0.1025 -0.0430 -0.1466
C -1.772 5.894 -0.767 0.3056 -0.9658 0.7645
Cl -3.322 5.423 0.005 0.1436 0.5315 -0.1145
Cl -1.673 5.259 -2.389 -0.0882 0.2280 -0.5918
H -1.586 6.959 -0.700 -0.4129 0.0646 -0.2522
H -0.999 5.360 -0.221 -0.0356 0.1689 0.1586
C -5.565 1.906 -1.675 0.4872 0.7845 -0.5441
Cl -5.999 1.531 -0.040 -0.2266 -0.2261 0.7162
Cl -5.234 0.469 -2.636 -0.1275 -0.1575 -0.2264
H -6.345 2.511 -2.127 -0.1384 -0.3280 -0.0851
H -4.658 2.508 -1.662 0.0147 -0.1108 0.0346
C -4.995 3.527 2.553 0.3038 -0.3641 0.5143
Cl -6.443 4.469 2.208 0.3838 0.1604 -0.2976
Cl -5.493 2.017 3.381 0.3983 0.2179 -0.1156
H -4.394 3.261 1.689 -0.6294 -0.0547 -0.3929
H -4.313 4.083 3.189 -0.4082 0.0629 0.3404
C 4.122 -3.616 -0.981 -0.2865 -0.1911 0.0407
Cl 5.011 -4.983 -0.267 0.0977 0.4258 -0.0853
Cl 2.975 -4.221 -2.194 0.0422 0.2498 0.1069
H 3.592 -3.116 -0.178 -0.1724 -0.1483 -0.0362
H 4.765 -2.886 -1.460 0.3253 -0.3398 -0.0381
```
Positions in Å, forces in eV/Å.

HOMO level (alpha / beta) ... -10.8 / -10.8 eV
Relative energy (zero: lowest compared OMol25 entry of this formula, charge and spin) ... 29.58 kcal/mol
Orbital gap (alpha / beta) ... 8.5348 / 8.5362 eV
Spin multiplicity ... 4

natural (NBO) atomic charge list, values in e, 8 entries: number 1, V, carries 1.599; number 2, P, carries 2.592; number 3, F, carries -0.558; number 4, F, carries -0.600; number 5, F, carries -0.576; number 6, F, carries -0.588; number 7, F, carries -0.555; number 8, F, carries -0.552

Molecular formula: C9H14ClN2OP
Method: DFT, wB97M-V/def2-TZVPD

Structure (XYZ):
```
28
Properties=species:S:1:pos:R:3:forces:R:3
C -4.346 0.621 0.223 4.4246 -0.3364 -0.5443
C -3.635 1.760 -0.157 -0.2249 -1.2459 0.8060
C -3.577 -0.527 0.455 -1.2176 -1.1133 0.1918
C -2.274 1.758 -0.313 -0.0979 -0.7991 -0.0342
C -2.215 -0.560 0.270 0.9903 -0.5316 -0.2044
C -1.539 0.605 -0.187 -0.6461 -0.7201 0.9627
C 1.974 -2.598 0.315 0.2911 -4.3217 2.1499
C 2.415 -0.893 -1.429 0.8092 -3.8603 -1.8572
C 3.060 2.008 0.847 1.3975 -1.4365 1.3898
N -0.150 0.678 -0.373 2.1501 0.2466 0.3423
N 1.731 -1.359 -0.222 -0.7283 3.2613 -1.6217
O 0.216 -0.888 1.874 0.5574 0.8673 -1.3242
P 0.838 -0.228 0.675 0.8791 -0.6182 1.0552
Cl 2.924 2.762 -0.650 -0.0884 0.3149 -1.3620
H -5.331 0.517 0.067 -3.6176 0.0920 0.2498
H -4.107 2.680 -0.188 -1.1545 1.6729 -0.5248
H -4.070 -1.503 0.770 0.5608 1.4495 -0.4702
H -1.739 2.625 -0.566 0.4125 1.2959 -0.2891
H -1.737 -1.544 0.492 -0.0019 1.2454 -0.3633
H 1.383 -3.495 -0.051 -0.6033 1.3242 0.3352
H 2.914 -3.095 0.131 1.2491 0.9571 -0.4469
H 1.947 -2.587 1.438 -0.4499 0.0054 -1.0375
H 3.491 -1.107 -1.468 0.0922 0.0862 1.0089
H 2.178 -1.462 -2.422 -0.6230 0.7353 1.7618
H 2.341 0.106 -1.659 -0.7022 2.3790 -0.0204
H 2.975 2.761 1.614 -0.4999 -0.2291 0.4352
H 3.980 1.353 1.014 -1.5419 0.7029 -0.6099
H 0.354 1.611 -0.501 -1.6165 -1.4235 0.0216
```
Positions in Å, forces in eV/Å.

HOMO level (alpha / beta) ... -8.4 / -7.7 eV
Orbital gap (alpha / beta) ... 7.8243 / 7.1537 eV

natural (NBO) atomic charge list, values in e, 8 entries: number 1, C, carries -0.238; number 2, C, carries -0.180; number 3, C, carries -0.179; number 4, C, carries -0.254; number 5, C, carries -0.253; number 6, C, carries 0.164; number 7, C, carries -0.429; number 8, C, carries -0.413